[1]
ORCA calculation (the ωB97M-V functional and the def2-TZVPD basis) on a cluster of 3 separate species, C24H59F4N7O10P2S in total at a distorted geometry.

Last column: Mulliken charge in e.
Atoms and positions in Å:
C: 6.127 3.114 0.323  -1.28
C: 4.725 3.147 -0.259  0.01
O: 4.524 4.363 -0.961  -0.39
C: 3.444 4.325 -1.876  -0.37
C: 2.642 5.617 -1.785  -0.78
O: 1.347 5.272 -1.264  0.03
C: 0.485 6.322 -1.057  -0.33
O: -0.819 6.039 -1.373  -0.44
C: -1.569 5.228 -0.474  -1.51
C: -1.036 3.805 -0.306  0.50
C: -1.935 3.004 0.650  -0.92
O: -1.192 2.378 1.710  -0.40
C: -0.301 1.433 1.405  0.99
F: 0.916 1.929 1.205  -0.30
F: -0.205 0.610 2.439  -0.27
F: -0.622 0.719 0.334  -0.24
O: -0.709 3.168 -1.522  -0.19
C: -1.590 3.351 -2.637  0.65
N: -2.958 2.909 -2.466  -0.67
C: -0.974 2.523 -3.779  -0.82
O: -0.459 3.298 -4.842  -0.54
C: 0.634 4.098 -4.455  -0.42
S: 0.778 6.922 0.662  1.19
O: 1.930 7.752 0.607  -0.62
O: 0.710 5.873 1.619  -0.52
F: -0.457 7.873 0.847  -0.23
H: 6.432 2.076 0.472  0.36
H: 6.849 3.566 -0.357  0.34
H: 6.180 3.604 1.295  0.31
H: 4.591 2.285 -0.923  0.34
H: 3.995 3.059 0.555  0.15
H: 3.817 4.158 -2.891  0.23
H: 2.784 3.488 -1.625  0.30
H: 2.507 6.052 -2.780  0.38
H: 3.175 6.289 -1.112  0.43
H: 0.796 7.170 -1.678  0.75
H: -1.706 5.690 0.507  0.53
H: -2.576 5.189 -0.901  0.46
H: -0.091 3.886 0.237  0.49
H: -2.568 2.284 0.136  0.24
H: -2.589 3.705 1.170  0.39
H: -1.613 4.387 -2.984  0.35
H: -2.971 1.922 -2.223  0.19
H: -3.448 3.406 -1.732  0.37
H: -0.142 1.950 -3.349  0.33
H: -1.686 1.795 -4.159  0.33
H: 0.290 5.055 -4.038  0.13
H: 1.235 3.616 -3.676  0.10
H: 1.229 4.331 -5.338  0.36
O: -2.218 -0.854 -3.440  -0.58
P: -2.508 -2.251 -3.081  0.01
N: -1.164 -3.122 -3.648  0.23
C: -1.178 -4.514 -4.051  -0.81
C: 0.134 -2.635 -3.188  -0.89
N: -3.944 -2.576 -3.986  0.27
C: -3.968 -3.599 -5.019  -1.24
C: -4.579 -1.367 -4.515  -1.01
N: -2.974 -3.138 -1.772  0.52
C: -2.011 -3.257 -0.682  -1.09
C: -4.167 -3.961 -1.631  -0.90
H: -1.404 -5.221 -3.237  0.25
H: -0.195 -4.775 -4.442  0.39
H: -1.869 -4.695 -4.866  0.19
H: 0.316 -2.811 -2.121  0.28
H: 0.214 -1.563 -3.368  0.14
H: 0.935 -3.120 -3.746  0.42
H: -3.268 -3.397 -5.840  0.34
H: -4.974 -3.651 -5.441  0.40
H: -3.771 -4.591 -4.614  0.33
H: -4.077 -0.986 -5.412  0.32
H: -4.595 -0.573 -3.776  0.29
H: -5.613 -1.607 -4.776  0.32
H: -1.284 -4.059 -0.858  0.28
H: -2.522 -3.469 0.254  0.44
H: -1.460 -2.325 -0.541  0.18
H: -4.012 -4.959 -2.053  0.29
H: -5.032 -3.503 -2.095  0.28
H: -4.400 -4.081 -0.571  0.38
O: 2.183 -5.562 4.215  -0.82
P: 1.811 -4.263 4.795  0.32
N: 0.367 -4.575 5.640  0.16
C: -0.669 -3.598 5.903  -0.72
C: 0.426 -5.677 6.595  -1.00
N: 1.575 -3.275 3.397  0.31
C: 0.280 -2.692 3.102  -1.23
C: 2.107 -3.872 2.172  -1.10
N: 2.478 -3.054 5.703  0.30
C: 2.806 -3.376 7.091  -1.07
C: 2.629 -1.649 5.346  -0.92
H: -0.358 -2.770 6.560  0.23
H: -1.507 -4.098 6.390  0.42
H: -1.075 -3.178 4.991  0.12
H: 1.038 -5.459 7.479  0.30
H: 0.837 -6.564 6.115  0.28
H: -0.578 -5.927 6.940  0.39
H: -0.500 -3.447 2.939  0.34
H: 0.356 -2.087 2.197  0.40
H: -0.050 -1.999 3.877  0.28
H: 1.447 -4.647 1.761  0.32
H: 3.082 -4.318 2.339  0.38
H: 2.218 -3.082 1.424  0.33
H: 1.937 -3.279 7.753  0.31
H: 3.586 -2.714 7.463  0.38
H: 3.186 -4.395 7.178  0.33
H: 1.714 -1.085 5.555  0.26
H: 2.901 -1.522 4.306  0.28
H: 3.433 -1.210 5.940  0.41

Summary:
Highest occupied orbital energy = -0.309 Ha
Relative energy (zero: lowest compared OMol25 entry of this formula, charge and spin) = 0.0 kcal per mole

[2]
ORCA calculation (the ωB97M-V functional and the def2-TZVPD basis) on a cluster of 2 separate species, C4H8O2 in total.

Last column: Mulliken charge in e.
Atoms and positions in Å:
O: -0.592 1.624 2.129  -0.67
C: -1.642 -0.320 -0.253  -0.66
C: -0.329 -0.457 -0.262  0.06
C: 0.859 -1.282 0.003  -0.59
C: 0.968 0.105 -0.632  -0.01
O: 1.236 0.223 -1.995  -0.51
H: -0.974 2.356 1.632  0.33
H: -2.112 0.569 -0.667  0.30
H: -2.293 -1.092 0.148  0.26
H: -0.895 0.845 1.643  0.31
H: 1.015 -2.135 -0.656  0.25
H: 1.214 -1.411 1.024  0.22
H: 1.362 0.897 0.008  0.37
H: 2.182 0.077 -2.120  0.32

Summary:
Highest occupied orbital energy = -0.373 Ha
Relative energy (zero: lowest compared OMol25 entry of this formula, charge and spin) = 66.2 kcal per mole